Computed, not measured: a 2-piece molecular cluster, C2H3BrN2S overall, with ωB97M-V/def2-TZVPD.

Positions of all 9 atoms, in Å:
C  -0.6048  -0.5983  1.2681
C  0.1834  0.7333  -0.2618
N  -0.0708  0.5573  1.0466
N  -0.4991  -0.0750  -1.0258
S  -1.0613  -1.4490  -0.2485
Br  2.8076  0.1946  -0.2945
H  -0.8614  -1.0544  2.2802
H  0.7060  1.5916  -0.7704
H  -0.5996  0.0999  -1.9940

* strongest force on any atom: 2.77 eV Å⁻¹
* HOMO-LUMO gap: 7.16 eV
* E: -85978.9917 eV
* HOMO: -8.1 eV

***

Computed, not measured: a 2-piece molecular cluster, C12H13Cl2O3S2 overall, with ωB97M-V/def2-TZVPD.

Positions of all 32 atoms, in Å:
C  1.0528  -1.5619  0.5394
C  -0.1794  -1.3903  1.4143
C  -0.8900  -0.1046  1.0176
O  -1.9028  -0.0806  0.3524
C  -0.1389  1.1455  1.4315
C  1.0710  1.3027  0.5184
S  2.2043  -0.1427  0.5011
H  1.6491  -2.3939  0.9448
H  0.7819  -1.7851  -0.5106
H  -0.8759  -2.2259  1.2687
H  0.0496  -1.3243  2.4897
H  -0.8075  2.0001  1.2942
H  0.1199  1.0420  2.4965
H  0.7725  1.4953  -0.5356
H  1.6794  2.1459  0.8853
Cl  -9.5421  -0.4485  6.9231
C  -8.1271  -0.4676  5.9633
C  -6.9559  -1.0210  6.5012
C  -5.8286  -1.1174  5.6783
C  -5.8907  -0.7387  4.3359
S  -4.5263  -1.2991  3.2360
C  -3.1870  -0.1905  3.0462
Cl  -1.9202  -0.3730  4.0936
O  -4.0289  -2.4565  3.9618
O  -5.1552  -1.4602  1.9454
C  -7.0347  -0.1006  3.8334
C  -8.1729  0.0320  4.6493
H  -6.9161  -1.3989  7.5232
H  -4.9129  -1.5250  6.0906
H  -3.2543  0.6868  2.4161
H  -7.0532  0.2836  2.8177
H  -9.0910  0.4755  4.2654

* strongest force on any atom: 4.24 eV Å⁻¹
* HOMO-LUMO gap: 5.46 eV
* E: -65512.2981 eV
* HOMO: -2.9 eV
* charge: -1

***

Computed, not measured: C2H3B3CoF12O2 as an isolated structure, with ωB97M-V/def2-TZVPD.

Positions of all 23 atoms, in Å:
Co  0.1131  0.4128  -0.1237
B  1.4570  -0.9988  -1.9110
F  1.9296  -0.6611  -3.1392
F  1.7522  0.0519  -1.0360
F  0.1385  -0.9850  -1.8808
F  1.9690  -2.1813  -1.4010
B  0.3927  2.4156  1.5423
F  -0.0311  3.6638  1.6629
F  1.0740  2.2066  0.3831
F  1.1724  2.1995  2.6255
F  -0.6710  1.5183  1.5666
B  -1.4675  1.7214  -2.1934
F  -2.1431  2.8395  -2.5399
F  -1.4924  1.5560  -0.8737
F  -1.9437  0.6696  -2.9584
F  -0.1854  1.8274  -2.4859
C  -0.3561  -2.8688  2.2284
C  -0.1676  -1.6523  1.3181
O  0.9127  -1.0521  1.1712
O  -1.1436  -1.0741  0.7391
H  -0.8981  -2.6513  3.1487
H  0.5660  -3.3891  2.4873
H  -0.9778  -3.5685  1.6699

* strongest force on any atom: 5.28 eV Å⁻¹
* HOMO-LUMO gap (spin up / spin down): 11.15 / 6.87 eV
* E: -78503.1934 eV
* expectation value of S²: 6.010
* HOMO (spin up / spin down): -8.7 / -8.7 eV
* spin multiplicity: 5
* charge: -1

***

Computed, not measured: C2H2N3S2 as an isolated structure, with ωB97M-V/def2-TZVPD.

Positions of all 9 atoms, in Å:
C  -0.5690  1.3933  -1.3439
C  0.0396  -2.2809  0.8913
N  -0.2390  1.2266  1.7396
N  0.3949  0.6690  -1.0475
N  0.2338  -1.1841  0.8838
S  -2.0052  2.0307  -1.4318
S  0.9705  0.8721  1.0720
H  -0.0548  -3.3184  0.9022
H  1.2292  0.5918  -1.6657

* strongest force on any atom: 2.84 eV Å⁻¹
* HOMO-LUMO gap: 8.67 eV
* E: -28235.7230 eV
* HOMO: -14.4 eV
* charge: +1

***

Computed, not measured: one molecule with the formula C3H2O3, with ωB97M-V/def2-TZVPD.

Positions of all 8 atoms, in Å:
O  2.3840  -0.0313  -0.3374
C  1.2727  -0.0148  0.0751
O  0.4756  -1.1133  0.3113
C  -0.8134  -0.6517  0.0998
C  -0.7785  0.6707  0.0201
O  0.5140  1.0992  0.2513
H  -1.6016  -1.3716  -0.0558
H  -1.4537  1.4129  -0.3662

* structure (SMILES): O=c1occo1
* strongest force on any atom: 0.81 eV Å⁻¹
* HOMO-LUMO gap: 10.61 eV
* E: -9284.8045 eV
* HOMO: -9.8 eV

***

Computed, not measured: a 12-piece molecular cluster, C51H116F6N7O19P overall, with ωB97M-V/def2-TZVPD.

Positions of all 200 atoms, in Å:
C  3.5306  3.9439  2.8093
C  3.1401  4.8595  3.9681
C  1.9748  5.6946  3.4150
C  0.6460  4.9199  3.3357
C  0.1287  4.6478  4.7688
C  1.2419  3.7214  5.5305
N  2.6420  4.2811  5.2864
O  3.7136  3.5321  5.9801
C  1.1316  2.2145  5.0858
C  0.7624  3.8165  7.0091
C  4.3572  5.9155  4.2728
H  4.3819  3.3732  3.1804
H  3.9033  4.5080  1.9543
H  2.7720  3.1872  2.6091
H  2.2405  6.0543  2.4209
H  1.7456  6.5813  4.0060
H  0.7860  3.9244  2.9146
H  -0.1407  5.3801  2.7378
H  -0.8450  4.1591  4.8027
H  0.0300  5.6608  5.1588
H  0.2233  1.8442  5.5613
H  1.9449  1.5673  5.4140
H  1.1617  2.0418  4.0100
H  0.9587  4.8654  7.2314
H  1.3083  3.1810  7.7064
H  -0.3131  3.6591  7.0899
H  5.1137  5.5124  4.9461
H  4.1203  6.8749  4.7328
H  5.0576  5.9505  3.4383
P  0.2615  -0.3029  0.7986
F  1.0073  1.1538  1.0750
F  0.8078  -0.4321  -0.7338
F  1.5023  -1.1959  1.1585
F  -0.6674  -1.6171  0.6221
F  -0.2741  -0.2582  2.3281
F  -0.9679  0.5480  0.2692
C  -0.0534  2.7128  -3.9936
O  0.9058  3.4076  -4.8652
C  1.0095  2.9186  -6.1814
C  1.9235  1.5899  -6.0398
O  1.3752  0.5998  -5.2191
C  2.1965  -0.6286  -5.0560
C  2.1732  -1.3981  -6.4230
O  3.0154  -0.8109  -7.3660
C  2.5467  -1.1267  -8.6459
H  0.4414  2.4887  -3.0486
H  -0.6197  1.9526  -4.5317
H  -0.7031  3.5445  -3.7211
H  1.5012  3.6656  -6.8047
H  0.0053  2.8316  -6.5961
H  2.8820  1.8254  -5.5772
H  2.1705  1.3221  -7.0671
H  1.7271  -1.3194  -4.3556
H  3.1579  -0.2779  -4.6809
H  1.1301  -1.1895  -6.6607
H  2.2601  -2.4835  -6.3735
H  3.2760  -1.1221  -9.4560
H  1.6734  -0.5325  -8.9148
H  2.1027  -2.1212  -8.6015
C  -2.3330  0.5343  6.8680
O  -1.6910  -0.7514  7.0085
C  -0.8174  -1.1017  5.9419
C  -0.0274  -2.3606  6.4339
O  0.2224  -3.2591  5.4124
C  1.0244  -2.7212  4.3251
C  1.8475  -3.7950  3.6747
O  1.0670  -4.8506  3.1380
C  0.2427  -4.5953  1.9804
H  -1.7303  1.4392  6.7918
H  -2.9649  0.6704  7.7457
H  -3.1719  0.5288  6.1720
H  -0.1056  -0.3445  5.6129
H  -1.4009  -1.5553  5.1407
H  -0.6026  -3.1079  6.9805
H  0.9166  -2.1457  6.9347
H  1.6285  -1.9280  4.7654
H  0.4015  -2.2223  3.5827
H  2.5050  -4.1384  4.4733
H  2.4656  -3.5297  2.8169
H  -0.6826  -4.2419  2.4353
H  -0.0695  -5.4263  1.3478
H  0.6324  -3.7584  1.4010
C  -2.1844  -4.6777  -4.4948
O  -1.7484  -4.4675  -5.7971
C  -0.9361  -3.3067  -6.0759
C  -1.5130  -1.8705  -5.6716
O  -1.7161  -1.8268  -4.3037
C  -1.8001  -0.5042  -3.8187
C  -2.3447  -0.4603  -2.2993
O  -3.4094  -1.3388  -1.9992
C  -3.3365  -1.7585  -0.6914
H  -2.9976  -4.0167  -4.1949
H  -1.3384  -4.6680  -3.8075
H  -2.6266  -5.6726  -4.5463
H  -0.6139  -3.2832  -7.1169
H  0.0623  -3.5265  -5.6979
H  -2.4919  -1.6437  -6.0942
H  -0.7584  -1.1178  -5.9000
H  -2.3239  0.1724  -4.4939
H  -0.7998  -0.0743  -3.8708
H  -2.3279  0.5780  -1.9679
H  -1.4065  -0.7731  -1.8410
H  -2.7215  -2.6538  -0.7826
H  -4.3379  -2.1469  -0.5062
H  -3.1565  -0.9400  0.0056
C  -6.2348  2.3456  1.0562
O  -5.3374  3.0304  0.1466
C  -4.9333  2.4052  -1.0444
C  -5.9668  2.6347  -2.1737
O  -5.5784  1.9563  -3.3614
C  -6.2113  0.6807  -3.5956
C  -5.6664  0.2430  -4.9332
O  -6.4462  -0.7787  -5.5872
C  -6.2813  -2.1698  -5.3640
H  -5.9220  2.3920  2.0993
H  -6.2623  1.3071  0.7260
H  -7.1596  2.8670  0.8093
H  -4.7956  1.3957  -0.6571
H  -4.0156  2.7919  -1.4876
H  -5.8132  3.6671  -2.4877
H  -7.0256  2.6810  -1.9189
H  -7.2871  0.8546  -3.5735
H  -5.9362  -0.1379  -2.9306
H  -4.6944  -0.2136  -4.7466
H  -5.7027  1.0901  -5.6183
H  -5.3804  -2.4892  -5.8878
H  -7.0569  -2.8207  -5.7677
H  -6.0954  -2.2472  -4.2928
C  5.3951  -0.2879  1.6193
O  6.4843  -0.6439  2.0403
N  5.2456  0.2903  0.4258
C  3.9430  0.7676  -0.0910
C  6.3772  0.6583  -0.4664
H  4.4748  -0.3742  2.2174
H  3.7672  0.3024  -1.0610
H  4.0301  1.8539  -0.1100
H  3.0360  0.5717  0.4809
H  6.5777  0.0011  -1.3125
H  6.2051  1.6661  -0.8441
H  7.3622  0.7960  -0.0204
C  1.4617  -5.9355  -1.9542
O  1.5440  -7.0302  -2.4863
N  1.9734  -4.8169  -2.4484
C  1.5170  -3.5283  -1.9260
C  2.8820  -4.8955  -3.5801
H  0.9148  -5.8259  -1.0049
H  2.1933  -2.8489  -1.4074
H  0.8313  -3.6387  -1.0859
H  1.0638  -2.8823  -2.6779
H  3.8628  -4.9044  -3.1046
H  2.7176  -5.7179  -4.2764
H  2.6939  -4.0425  -4.2322
C  5.5945  -7.6842  0.8312
O  5.8998  -7.4896  -0.3373
N  4.4994  -7.1962  1.4111
C  4.4000  -7.1224  2.9214
C  3.6757  -6.1672  0.7817
H  6.1355  -8.4312  1.4323
H  5.1373  -7.7955  3.3590
H  3.4288  -7.5198  3.2163
H  4.5059  -6.0708  3.1878
H  2.6465  -6.4742  0.9677
H  3.8747  -5.1352  1.0705
H  3.8801  -6.3305  -0.2764
C  5.1204  4.6525  -1.1482
O  6.1777  4.1910  -1.6132
N  3.9262  4.5596  -1.7377
C  2.8885  5.3119  -1.1210
C  3.7833  4.0733  -3.1372
H  5.1035  4.9401  -0.0855
H  2.1273  4.6487  -0.7101
H  2.5711  6.0577  -1.8498
H  3.2598  5.8998  -0.2816
H  3.0046  3.3143  -3.2118
H  3.4165  4.8921  -3.7561
H  4.7430  3.9087  -3.6271
C  -2.9028  4.6850  2.4174
O  -3.0801  5.7460  1.7532
N  -2.2214  3.5570  2.0881
C  -2.1099  2.4183  2.9448
C  -1.7050  3.4502  0.7230
H  -3.1237  4.7036  3.4958
H  -1.0698  2.2492  3.2234
H  -2.4717  1.6485  2.2632
H  -2.7298  2.3202  3.8361
H  -2.2509  2.6113  0.2914
H  -1.8601  4.3445  0.1195
H  -0.6233  3.3693  0.6158
C  -6.7114  -2.8236  2.9797
O  -6.4039  -3.3433  1.9115
N  -6.0248  -1.8898  3.6768
C  -4.6609  -1.4678  3.2228
C  -6.4310  -1.4766  5.0536
H  -7.5861  -3.1440  3.5666
H  -4.4820  -1.8441  2.2156
H  -3.8090  -1.7652  3.8343
H  -4.7112  -0.3812  3.2915
H  -7.3984  -1.8482  5.3914
H  -5.7195  -1.7602  5.8291
H  -6.4785  -0.3906  5.1338

* strongest force on any atom: 3.77 eV Å⁻¹
* HOMO-LUMO gap: 3.27 eV
* E: -129687.7454 eV
* HOMO: -0.3 eV
* charge: -2